# 1
Below is an isolated molecule of C6H7I at a distorted geometry, with properties calculated with ωB97M-V with the def2-TZVPD basis set.

Geometry as XYZ:
```
14
Properties=species:S:1:pos:R:3:forces:R:3
C 1.0932 -0.0800 -0.1373 -3.22 1.64 1.58
C -0.1409 -0.9942 -0.0717 -0.51 -1.56 -0.71
H -0.8996 -3.0406 -0.7120 -0.07 0.66 0.05
I -3.0435 0.3121 -0.2327 0.39 -0.21 0.09
C -1.0033 0.0063 -0.1572 1.29 2.00 0.86
C 0.3939 1.0551 0.0659 -1.33 -1.40 -2.30
H 0.0385 2.8682 0.9585 0.00 0.67 0.53
H 0.7412 -3.0310 0.0471 -2.07 1.24 -0.20
H -0.7234 -2.8349 1.1024 0.49 0.99 -2.06
C -0.3217 -2.4931 0.0431 2.23 -1.89 2.15
C 0.4715 2.5494 0.0284 0.64 -0.05 -1.26
H -0.2480 2.9231 -0.7881 1.25 -0.48 1.02
H 2.0910 -0.2164 -0.0277 2.97 -0.76 -0.06
H 1.5511 2.9760 -0.1187 -2.07 -0.85 0.30
```
Positions in Å, forces in eV/Å.

Relative energy (zero: lowest compared OMol25 entry of this formula, charge and spin) ... 300.81 kJ/mol
Strongest force on any atom ... 3.944 eV/Å
HOMO-LUMO gap ... 0.301 Ha
Total charge ... 0
HOMO ... -7.6 eV

# 2
Below is a cluster of 4 separate species, C40H51FN5O16 in total at a distorted geometry, with properties calculated with ωB97M-V with the def2-TZVPD basis set.

Geometry as XYZ:
```
113
Properties=species:S:1:pos:R:3:forces:R:3
O -0.0089 -5.0677 -3.7933 -1.23 0.82 -1.25
H 0.2921 0.2592 -4.0906 0.55 -0.42 0.88
O 4.1329 2.5314 3.7491 0.09 -0.34 -0.19
C -1.1234 -2.9648 4.8850 0.00 0.16 0.24
O 4.8122 0.0437 2.9343 -0.55 0.65 0.46
H -3.6858 -4.1666 -2.3948 -0.52 0.25 -0.89
C -1.5402 2.7867 -0.0216 0.74 0.44 -1.14
H -0.4841 -3.7211 5.3189 0.01 0.03 -0.02
O 1.4634 -1.5407 5.8212 0.34 0.33 -0.14
O -3.0061 -2.2058 1.9635 0.19 0.05 -0.39
C -4.2408 -4.0196 -3.3575 -1.16 0.64 -0.13
H 2.0919 -1.3401 -4.7941 0.36 1.02 0.38
N -0.9888 -3.0332 -4.6605 0.59 -1.79 0.60
H -8.8384 -0.6098 -1.2988 0.87 -0.77 -0.44
C 3.8208 0.2094 3.8320 0.53 -0.68 -0.50
C 2.4037 1.8229 5.1814 0.19 0.09 -0.22
H -2.6286 2.6251 -0.2734 1.20 -0.25 0.48
C 0.4645 -1.3552 -2.5320 1.95 0.70 -0.14
H -3.4722 -0.1090 3.4569 -0.02 0.01 0.08
H 10.2938 -1.0254 -3.7693 -0.67 1.00 0.24
O -0.8878 -1.5933 6.7792 -0.71 0.38 0.02
C -5.6485 -3.3025 -3.1304 -0.23 -0.89 -0.51
C -2.5447 -2.0458 3.0879 -0.28 0.68 0.39
O -1.4490 -4.2033 2.9221 -0.41 0.92 -0.02
H -3.7334 4.7415 1.6896 -0.03 0.04 0.00
C -2.8204 -0.8582 3.8868 -0.01 -0.28 -0.57
N -1.3908 -0.5518 -1.2032 -2.88 1.67 4.49
C 7.3709 0.0994 -3.6897 -0.31 -0.45 1.01
N -2.1190 -2.6550 -3.9122 -2.70 -0.26 -0.30
H 3.1212 -1.1244 -2.0792 0.28 -0.14 -1.00
H -2.0204 0.2319 6.6844 -0.11 0.15 0.01
C -6.5200 -4.0018 -2.0350 0.63 0.33 0.11
H -7.0658 -0.9192 -1.3575 -0.81 -0.40 -0.65
C 9.9528 0.0073 -3.4644 0.49 0.32 0.54
H 0.4445 2.1711 -0.9188 -1.13 -0.44 0.05
C -1.6681 -3.1027 3.6729 0.35 -0.89 -0.07
O -4.6597 7.4410 5.1143 -0.18 -0.27 -0.27
C -1.3771 -1.7647 5.6804 0.28 -0.76 0.15
O -3.5177 -0.0235 -0.0544 1.44 -1.30 -1.13
C -8.0532 -1.2916 -1.7497 -0.31 0.15 0.57
H 1.2773 0.7579 -2.6458 -0.47 -0.97 -0.57
C 1.0346 -0.1103 -3.3281 0.54 0.47 -0.68
C -2.2797 -0.7180 5.1036 -0.43 1.08 0.21
H -8.1342 -1.1624 -2.8600 0.21 -0.32 0.97
H 5.1274 0.9444 2.7228 0.07 -0.10 0.01
H 9.8500 0.6128 -4.4076 -0.08 -0.63 0.88
H 2.7712 0.3810 -4.7019 -0.69 -0.95 0.58
H 6.4423 -1.5604 -2.5214 -0.47 0.65 -0.76
C 6.1481 -0.8890 -3.3769 0.39 0.36 -0.35
O -6.0052 -4.6323 -1.1423 -0.98 0.62 -0.90
H 0.3888 -0.0242 -0.0328 -1.03 -0.11 -0.40
C -2.7724 -0.6114 -1.0192 2.20 -2.90 -4.50
H 11.3231 1.7185 -2.9681 -0.25 -1.12 0.60
C -3.4506 -3.1393 -4.4161 -0.36 -1.03 -0.23
H -3.2499 -3.8066 -5.3043 0.11 1.05 0.91
H -4.4779 -5.0290 -3.7937 0.49 0.92 0.46
C 1.7409 0.7804 5.6921 -0.51 0.72 0.54
H -7.9740 -2.8581 -0.2023 -0.11 -0.35 -1.04
H -1.1828 0.3261 0.7653 0.22 -0.36 -1.37
H -9.4854 -2.8392 -1.1742 1.29 -0.32 -0.30
O -5.6055 5.7335 3.2440 0.75 0.48 0.47
C -4.2867 5.9902 3.3124 -0.80 -0.53 -0.50
H 8.5784 -1.0544 -2.1362 -0.32 1.06 -0.50
H -6.0131 6.2619 3.9586 -0.05 -0.05 -0.08
C -2.1138 -1.8693 -2.8388 1.03 3.31 3.83
H 1.0384 -1.4004 -1.5585 -0.97 -0.19 -0.92
H -4.0760 -2.2797 -4.7745 0.70 -0.63 0.45
O -7.9145 -3.7998 -2.1475 1.78 0.32 0.57
C -0.6651 0.2965 -0.2361 1.55 1.30 -0.48
C -2.4020 7.2112 4.4898 -0.27 0.01 0.07
H 8.5903 0.7465 -1.8815 -0.23 -0.69 -0.74
H 0.1961 6.3578 3.0121 0.05 0.11 0.07
C 3.1594 -0.8331 4.3455 -0.28 -0.09 0.13
O -0.2100 6.8797 3.7302 -0.67 -0.50 -0.48
H 3.3873 -1.8536 4.0689 0.03 0.02 0.03
H -5.5025 -2.2209 -2.8734 -0.20 -0.99 -0.05
C -3.4187 5.4256 2.4660 0.41 -0.06 -0.11
H 12.0768 0.0653 -2.8697 -0.88 0.82 0.43
C -3.8343 6.9365 4.3780 0.42 0.45 0.47
C 4.8036 -0.0962 -3.0581 0.39 -1.00 -0.34
C -8.3608 -2.7638 -1.2531 -1.26 1.55 0.47
H 10.9838 0.6221 -1.5192 0.06 0.03 -1.03
H 6.0413 -1.5550 -4.2811 -0.28 0.62 0.91
C 3.5119 -1.0206 -3.1283 0.36 0.19 -0.35
H 0.4226 0.0409 6.7910 0.02 0.05 0.17
C -1.9909 5.7190 2.5633 -0.48 -0.29 -0.31
C -0.6129 1.7924 -0.8326 -1.32 0.41 0.42
H 2.1654 2.8439 5.4471 0.02 -0.03 0.03
H 7.7661 -0.0861 -4.7275 -0.54 0.25 1.03
C 3.4937 1.6135 4.2283 -0.28 0.57 0.34
H -6.2153 -3.3595 -4.1093 0.52 0.22 1.08
H 4.7255 0.7239 -3.8280 0.00 -0.60 1.03
O -2.5222 0.3659 5.8566 0.49 -1.00 -0.20
H -3.5504 -0.6758 0.6906 -0.16 0.14 -0.06
O -1.1672 5.2369 1.8024 0.19 0.22 0.30
C 2.3740 -0.4915 -4.1046 -0.39 -0.59 0.72
N -3.1856 -1.4171 -2.0704 -0.41 -0.12 0.12
C -1.5352 6.6438 3.6456 0.67 0.48 0.48
O 0.7311 0.9447 6.5715 0.49 -0.67 -0.55
H 6.9804 1.1507 -3.6134 0.50 -0.87 -0.33
H -1.3270 2.7710 1.0769 -0.26 -0.04 -0.99
H -2.0852 7.8835 5.2754 0.00 -0.01 -0.03
H -1.2999 3.8180 -0.4172 -0.25 -1.06 0.69
C -0.5955 -4.1800 -4.2623 1.44 0.95 1.01
H 0.7768 -2.2706 -3.0994 -0.94 0.75 0.62
N -0.9807 -1.2881 -2.2431 0.15 -1.35 -1.58
C 2.0854 -0.6240 5.3163 0.42 -0.55 -0.30
H -1.9484 -4.0635 2.0957 0.04 -0.18 0.07
H 4.8935 0.2896 -2.0089 -0.03 0.15 -1.11
C 11.1411 0.6550 -2.6295 0.33 -0.31 -0.70
C 8.5734 -0.0565 -2.6669 0.98 -0.15 -0.88
H 3.8337 -2.0302 -3.5111 -0.33 0.89 0.64
F -1.1742 1.7560 -2.1547 0.87 -0.04 1.14
```
Positions in Å, forces in eV/Å.

Relative energy (zero: lowest compared OMol25 entry of this formula, charge and spin) ... 279.46 kJ/mol
Strongest force on any atom ... 5.791 eV/Å
HOMO-LUMO gap ... 0.270 Ha
Total charge ... +1
HOMO ... -11.5 eV

# 3
Below is an isolated molecule of C10H6N2O at a distorted geometry, with properties calculated with ωB97M-V with the def2-TZVPD basis set.

Geometry as XYZ:
```
19
Properties=species:S:1:pos:R:3:forces:R:3
O 1.6148 -1.7017 -0.6934 -0.52 -1.07 -0.56
H 0.7543 2.8252 2.4795 -0.41 -1.42 -0.95
H -1.4902 1.6614 3.0830 -0.88 1.38 1.98
C -1.2174 -1.1261 -0.4627 -3.63 -0.34 -1.09
C -0.6992 -0.2641 0.5038 2.33 0.83 1.27
C -0.5862 -1.3013 -1.6449 -1.54 -2.09 -1.15
C -1.4195 0.3043 1.5960 4.01 1.08 -1.62
C 0.3853 1.9114 1.9048 -1.53 1.08 1.99
H -2.3661 -1.3370 -0.3488 2.31 0.20 -0.52
C 0.8310 -1.2331 -1.7622 0.81 1.02 1.16
C 1.1066 1.3773 0.8764 -0.58 -0.19 0.57
H -2.3397 -0.0598 1.7329 -3.48 -1.24 0.93
C -0.8892 1.3528 2.3139 1.99 -1.20 -2.78
N 1.8476 -1.2277 -4.1658 -0.76 -0.17 1.25
C 0.6132 0.1949 0.2371 0.41 1.93 1.31
H -1.1117 -1.7055 -2.5638 0.50 0.59 1.35
H 2.0541 1.8872 0.6974 -0.12 -0.76 -0.58
C 1.3699 -1.2684 -3.1107 1.29 0.31 -0.87
N 1.5424 -0.2896 -0.6726 -0.21 0.06 -1.70
```
Positions in Å, forces in eV/Å.

Strongest force on any atom ... 4.459 eV/Å
HOMO-LUMO gap ... 0.326 Ha
Total charge ... 0
HOMO ... -9.2 eV

- Among the records above, which one has the lowest HOMO?
  C40H51FN5O16